#1
20
Properties=species:S:1:pos:R:3 method="wB97M-V/def2-TZVPD" multiplicity=1 homo_energy_ev=-7.6 gap_ev=8.535 e_lumo_ev=1.0
H -1.770 -1.629 1.537
C 1.938 -0.128 -1.865
C 1.128 -0.452 -0.653
H 2.586 -0.956 -2.159
H 1.266 0.120 -2.689
N -0.902 -1.098 1.552
H 2.555 0.754 -1.677
C 0.146 0.518 -0.178
N -0.939 -0.225 -0.750
H -1.559 1.630 2.064
H -2.089 1.950 0.412
H -2.937 0.739 1.376
H -0.317 2.048 -1.251
H 2.021 -2.247 -0.331
N 1.470 -1.518 0.101
C -1.954 1.165 1.155
C -1.021 0.079 0.650
H -0.729 -0.815 2.513
O 0.363 1.863 -0.586
H 0.741 -1.797 0.779



#2
20
Properties=species:S:1:pos:R:3 method="wB97M-V/def2-TZVPD" multiplicity=1 smiles="C/N=N/C(C)(C)C(N)=O" homo_energy_ev=-8.9 gap_ev=9.808 e_lumo_ev=0.9
H -0.461 -2.568 0.936
O 1.071 -1.364 -1.557
N 1.313 1.095 0.098
H -1.480 1.611 -1.198
N 0.296 0.704 0.715
H -0.103 0.925 -2.063
H 0.656 -3.293 -0.185
C 2.258 1.856 0.911
H 2.285 2.895 0.568
C -1.843 -0.431 0.628
C -0.584 -0.090 -0.170
H -1.599 -0.818 1.624
C -0.969 0.673 -1.442
H -1.629 0.060 -2.066
N 0.119 -2.489 0.115
C 0.328 -1.324 -0.580
H -2.460 0.462 0.785
H 3.258 1.431 0.796
H 1.994 1.850 1.974
H -2.449 -1.184 0.112



Which of them is the most stable, and which is the least stable? #2 and #1, in that order.



#1
20
Properties=species:S:1:pos:R:3 method="wB97M-V/def2-TZVPD" multiplicity=1 homo_energy_ev=-7.5 gap_ev=8.123 e_lumo_ev=0.6
N -2.891 -0.333 -0.423
H 0.187 -0.639 -1.571
C 2.769 0.846 0.043
H -2.424 1.477 1.541
H 0.249 -1.709 1.986
C -0.475 -0.978 1.584
H 2.450 0.701 1.124
C 0.799 -0.569 -0.676
O 3.843 1.375 -0.119
C 1.714 0.660 -0.987
H -1.376 -0.638 2.277
N -1.939 0.630 -0.282
H 1.456 -1.305 -0.332
H -2.990 -0.890 0.428
C -0.210 -0.411 0.443
H 0.991 1.487 -0.918
H 2.293 0.655 -1.902
N -2.223 1.669 0.507
H -1.604 2.522 0.413
H -2.485 -1.043 -1.122



#2
20
Properties=species:S:1:pos:R:3 method="wB97M-V/def2-TZVPD" multiplicity=1 homo_energy_ev=-7.9 gap_ev=8.607 e_lumo_ev=0.7
N 0.843 0.970 0.612
H -1.109 -2.512 0.211
H -1.678 -1.354 1.436
C -0.752 -0.540 -0.399
C -0.069 1.801 -0.220
H -0.249 2.801 0.178
H -2.590 -1.618 -0.093
C -1.324 0.885 -0.238
H 0.299 1.947 -1.211
O 3.248 0.405 0.053
N 0.595 -0.391 0.238
H -1.821 1.017 0.716
H 1.330 -2.153 -0.548
C 1.665 -1.184 -0.196
H 2.338 0.878 0.239
C -1.582 -1.559 0.355
N 2.932 -0.905 -0.186
H -0.646 -0.771 -1.439
H -2.037 1.216 -1.100
H 0.607 1.067 1.591



#3
20
Properties=species:S:1:pos:R:3 method="wB97M-V/def2-TZVPD" multiplicity=1 homo_energy_ev="-6.9 / -6.9" gap_ev="6.399 / 6.406" e_lumo_ev="-0.5 / -0.5"
C -1.201 0.358 -0.736
H -1.690 1.221 -0.293
H -1.345 -1.093 -2.291
H 1.189 -0.554 2.254
C 0.482 0.536 -0.714
H 0.866 0.182 -1.663
H -2.776 0.064 -2.156
H 1.909 -2.118 0.027
N 1.676 -0.478 1.361
N -1.206 -0.289 1.951
C 0.949 1.783 -0.291
N 0.724 -0.687 0.349
H 0.617 2.209 0.651
H -0.797 0.621 2.158
H 2.041 0.467 1.225
O 1.053 -1.876 -0.364
C -0.838 -0.792 0.833
H 1.328 2.470 -1.035
C -1.804 -0.246 -1.792
H -1.175 -1.779 0.527



Which of them is the most stable, and which is the least stable? #2 and #3, in that order.



#1
6
Properties=species:S:1:pos:R:3 method="wB97M-V/def2-TZVPD" multiplicity=1 homo_energy_ev="-9.1 / -9.1" gap_ev="6.759 / 6.763" e_lumo_ev="-2.3 / -2.3"
C 0.401 0.712 0.185
O -1.147 -1.312 0.095
I 2.377 0.200 -0.065
H 0.113 0.119 1.026
H -0.288 1.187 -0.503
H -1.456 -0.907 -0.736



#2
6
Properties=species:S:1:pos:R:3 method="wB97M-V/def2-TZVPD" multiplicity=1 smiles="C=O.I" homo_energy_ev=-10.0 gap_ev=10.419 e_lumo_ev=0.5
H 1.834 0.304 0.983
H -2.889 -0.153 0.081
H 2.770 0.056 -0.493
C 1.782 -0.012 0.026
O 0.863 -0.697 -0.425
I -4.360 0.502 -0.172



Which of them is the most stable, and which is the least stable? #2 and #1, in that order.



#1
27
Properties=species:S:1:pos:R:3 method="wB97M-V/def2-TZVPD" multiplicity=1 smiles="[H]/N=C(/ONC(N)=[NH2+])c1ccnc(OC)c1" homo_energy_ev=-11.6 gap_ev=8.228 charge=+1 e_lumo_ev=-3.4
H 2.185 -0.017 -1.587
N 2.513 2.196 0.749
H 2.508 3.313 3.822
C 0.058 -0.979 -0.454
C 1.532 1.846 1.552
H -2.199 -0.829 -1.885
C -2.208 -2.650 -1.163
C 2.823 1.493 -0.328
C 0.861 0.088 0.060
O 1.245 2.537 2.655
O -1.083 -1.137 0.331
N 0.139 -1.820 -1.433
H -1.911 -4.482 -0.578
N -2.665 -1.709 -1.984
H 3.623 1.950 -1.033
N -2.360 -3.995 -1.347
H 1.149 4.353 3.508
C 1.898 3.698 3.087
H 2.351 4.334 2.196
H -2.686 -2.095 -2.920
C 1.929 0.451 -0.743
H -1.202 -2.987 0.638
H -0.076 0.306 1.945
H -2.755 -4.377 -2.214
H 0.950 -1.852 -2.014
N -1.687 -2.327 0.046
C 0.679 0.710 1.311



#2
27
Properties=species:S:1:pos:R:3 method="wB97M-V/def2-TZVPD" multiplicity=1 homo_energy_ev="-11.2 / -11.0" gap_ev="7.615 / 7.198" charge=+1 e_lumo_ev="-3.5 / -3.8"
H 2.256 0.045 0.493
H 1.209 -3.324 -1.554
H -3.757 -1.461 -3.444
C 1.502 1.718 1.797
O -1.443 -2.421 -0.508
H -2.057 0.316 1.135
N -2.547 -2.276 -1.445
N -0.679 -1.656 -2.442
H 3.035 3.079 3.917
C 1.353 0.617 0.858
C -1.979 -1.925 -2.605
N 0.445 2.171 2.385
H -2.354 -1.606 -4.501
C -0.994 0.597 1.355
H 1.951 3.795 2.657
C 2.853 3.344 2.786
C -0.275 -2.016 -1.121
N 0.919 -2.611 -0.901
H 3.697 3.902 2.355
C 0.098 0.163 0.647
H -1.573 2.188 2.661
H 1.397 -2.327 -0.099
H -0.177 -1.063 -3.138
H -3.154 -3.079 -1.565
O 2.682 2.262 1.962
N -2.770 -1.678 -3.644
C -0.753 1.626 2.254



Which of them is the most stable, and which is the least stable? #1 and #2, in that order.



#1
14
Properties=species:S:1:pos:R:3 method="wB97M-V/def2-TZVPD" multiplicity=1 smiles=[NH3+]CC(O)(O)O homo_energy_ev=-15.4 gap_ev=11.633 charge=+1 e_lumo_ev=-3.7
H 1.156 -1.824 0.597
H 1.387 0.310 -1.923
N -1.753 -0.286 0.149
O 0.607 -1.117 0.839
H -1.363 -1.200 0.557
O 1.195 -0.416 -1.260
O 1.661 0.956 0.423
C 0.810 -0.044 -0.028
H -0.426 1.226 1.000
H -1.924 -0.523 -0.855
H -2.551 0.143 0.735
H 2.502 0.633 0.648
C -0.633 0.721 -0.015
H -0.666 1.420 -0.868



#2
14
Properties=species:S:1:pos:R:3 method="wB97M-V/def2-TZVPD" multiplicity=1 homo_energy_ev=-13.7 gap_ev=9.535 charge=+1 e_lumo_ev=-4.2
O -0.489 1.366 -0.568
H 1.290 2.425 3.915
H -1.403 -0.950 0.421
O 0.596 -0.116 -1.922
O 1.607 1.738 4.560
H -2.348 -0.687 -1.135
C -0.223 0.179 -1.135
H 0.504 -2.308 -0.831
H -1.128 -3.076 -1.035
C -1.226 -1.033 -0.674
H 0.221 2.073 -0.858
H 2.532 1.753 4.279
N -0.559 -2.255 -1.178
H -0.776 -2.234 -2.225



Which of them is the most stable, and which is the least stable? #1 and #2, in that order.



#1
10
Properties=species:S:1:pos:R:3 method="wB97M-V/def2-TZVPD" multiplicity=1 homo_energy_ev="-9.3 / -9.3" gap_ev="7.581 / 7.579" e_lumo_ev="-1.7 / -1.7"
N 2.762 -0.223 0.588
C 1.952 -0.937 0.093
C -0.254 0.588 -0.671
H -0.079 0.249 -1.703
H -1.399 -0.782 0.562
O 1.085 -1.498 -0.489
C -1.351 0.237 0.325
Cl 0.985 1.469 -0.152
H -1.300 0.534 1.375
H -2.402 0.364 0.073



#2
10
Properties=species:S:1:pos:R:3 method="wB97M-V/def2-TZVPD" multiplicity=1 smiles="[H]/N=C/[C@@H](Cl)C=O" homo_energy_ev=-9.7 gap_ev=10.333 e_lumo_ev=0.6
H 2.485 0.204 0.655
C -0.707 0.425 0.088
N 1.496 -0.040 0.690
O -1.752 -1.955 0.001
Cl -1.724 1.411 -0.883
H 1.222 1.497 -0.605
C -0.850 -1.266 -0.353
H 0.108 -1.561 -0.829
C 0.779 0.726 0.045
H -1.057 0.559 1.191



Which of them is the most stable, and which is the least stable? #2 and #1, in that order.